(1)
The following is a DFT calculation (ωB97M-V/def2-TZVPD) of 11 unconnected molecules or ions with the total composition C11H33N11O22 in a non-equilibrium geometry.

```
! wB97M-V def2-TZVPD RIJCOSX def2/J DEFGRID3
* xyz 0 1
C 15.44 11.41 9.23
N 16.74 10.72 8.89
O 17.71 11.39 9.00
O 16.72 9.52 8.64
H 15.60 12.46 9.38
H 15.03 10.89 10.10
H 14.86 11.22 8.35
C 10.50 11.18 13.01
N 9.57 10.55 11.95
O 9.88 10.61 10.77
O 8.53 10.11 12.37
H 10.28 10.71 13.99
H 10.28 12.24 12.99
H 11.47 11.02 12.61
C 15.13 11.90 13.82
N 13.71 12.33 13.48
O 13.44 12.83 12.41
O 12.84 12.11 14.27
H 15.81 12.39 13.12
H 15.17 10.82 13.68
H 15.33 12.30 14.85
C 18.47 8.19 11.21
N 17.00 8.36 11.49
O 16.31 7.35 11.31
O 16.61 9.45 11.92
H 18.73 9.11 10.69
H 18.51 7.34 10.53
H 18.97 8.06 12.19
C 6.33 11.56 10.37
N 6.17 10.15 10.79
O 5.40 9.89 11.67
O 6.75 9.34 10.06
H 7.41 11.73 10.23
H 5.94 12.25 11.11
H 5.82 11.71 9.45
C 15.63 6.93 14.38
N 16.95 6.18 14.19
O 16.82 5.00 13.95
O 17.96 6.84 14.13
H 14.87 6.18 14.75
H 15.52 7.51 13.49
H 15.79 7.64 15.15
C 6.97 7.69 13.28
N 7.51 6.58 14.16
O 8.70 6.65 14.38
O 6.76 5.68 14.48
H 7.63 7.70 12.43
H 6.99 8.59 13.85
H 5.93 7.46 13.06
C 13.16 6.97 11.29
N 12.51 8.08 12.09
O 11.28 8.04 12.10
O 13.13 8.94 12.71
H 12.49 6.67 10.52
H 13.27 6.16 12.02
H 14.14 7.36 10.92
C 14.30 7.72 5.95
N 14.01 9.16 5.83
O 14.23 9.60 4.73
O 13.59 9.74 6.81
H 14.71 7.39 5.03
H 13.39 7.20 6.12
H 15.03 7.70 6.76
C 9.81 7.86 8.78
N 10.53 7.28 7.60
O 11.24 6.31 7.77
O 10.36 7.77 6.51
H 10.44 8.50 9.36
H 9.55 6.97 9.46
H 8.93 8.41 8.44
C 10.93 11.38 7.95
N 12.08 11.43 8.95
O 12.43 12.55 9.36
O 12.58 10.38 9.26
H 11.28 10.95 7.01
H 10.39 12.30 8.03
H 10.26 10.73 8.46
*
```

SMILES string: C[N+](=O)[O-].C[N+](=O)[O-].C[N+](=O)[O-].C[N+](=O)[O-].C[N+](=O)[O-].C[N+](=O)[O-].C[N+](=O)[O-].C[N+](=O)[O-].C[N+](=O)[O-].C[N+](=O)[O-].C[N+](=O)[O-]

---

(2)
The following is a DFT calculation (ωB97M-V/def2-TZVPD) of C5H8N2O2 in the gas phase in a non-equilibrium geometry.

```
! wB97M-V def2-TZVPD RIJCOSX def2/J DEFGRID3
* xyz 0 1
C -1.57 -0.16 1.44
C -0.36 -0.77 0.56
C 0.62 0.33 -0.14
C 2.10 0.35 0.13
C -1.44 0.64 -1.35
H -2.58 -0.49 0.98
H -1.51 -0.64 2.42
H -1.56 0.92 1.20
H -0.04 -1.84 1.13
H 0.23 1.27 0.08
H 2.58 1.15 0.70
H 1.72 -0.90 -1.35
H -2.31 0.04 -1.87
N 3.07 -0.42 -0.42
N -0.43 -0.51 -0.96
O 2.71 -0.88 -1.56
O -1.21 1.92 -0.98
*
```

SMILES string: C[C@@H]1[C@@H](/C=N\O)N1C=O

---

Ordered frontier orbital gap results: 10.332, 8.122; unit eV.
Ordered HOMO level results: -10.85, -8.76; unit eV.
Ordered ΔE to the lowest compared entry with this formula, charge and spin results: 0.877, 9.109; unit eV.